Density functional theory data (the ωB97M-V functional and the def2-TZVPD basis) for 4 unconnected molecules or ions with the total composition C9H23FN3O8PS in a non-equilibrium geometry.

```
46
Properties=species:S:1:pos:R:3:forces:R:3:mulliken_charge:R:1
C 1.3537 0.2787 -1.2946 -0.7 0.2 -0.1 -0.802
C -0.0240 -0.6056 -1.0044 1.1 1.2 -0.5 0.144
S 0.3742 -1.9027 0.2975 -0.5 0.2 0.2 -0.030
C -0.3693 -1.4801 1.9644 -1.3 -0.7 0.4 -0.818
P 0.1421 0.2240 2.6671 -0.5 -0.3 1.0 0.609
F 0.5525 1.8253 3.3440 -0.5 -1.1 -0.7 -0.493
C 1.6049 -0.4759 3.6745 1.8 0.5 1.3 -0.800
C 3.0169 -0.6198 2.8139 0.6 0.6 1.6 -0.354
O 3.1129 -1.9562 2.1730 1.3 2.1 -2.9 -0.261
C 3.9093 -1.7628 0.9469 6.3 0.1 2.1 0.471
O 5.2502 -1.7172 1.0510 -8.8 -0.3 -0.9 -0.520
H 1.6493 0.9316 -0.3622 -0.7 -1.3 -1.8 0.178
H 1.0854 0.9962 -2.1998 0.9 -1.4 1.8 0.316
H 2.2782 -0.3989 -1.5531 -1.9 1.3 0.3 0.253
H -0.8537 0.1618 -0.6974 1.6 -1.9 -0.7 -0.277
H -0.2533 -1.1890 -1.9997 0.1 1.1 2.1 0.340
H -0.0079 -2.2984 2.7501 -0.8 1.5 -2.1 0.277
H -1.5613 -1.5128 1.9240 2.5 -0.1 -0.1 0.415
H -1.1650 0.2628 3.3365 1.3 0.4 -0.3 0.067
H 0.2049 0.8453 1.3685 0.2 -0.3 0.9 -0.064
H 1.8437 0.3286 4.5239 -0.5 -1.7 -2.0 0.356
H 1.3640 -1.4781 4.2634 0.4 2.0 -1.7 0.360
H 3.9312 -0.5664 3.5795 -2.1 -0.1 -1.6 0.273
H 3.1930 0.2733 2.0590 -0.7 -1.9 1.4 0.309
H 3.3305 -1.6151 -0.0632 0.9 -0.4 2.1 0.095
C -4.0983 2.3328 -0.7552 0.0 0.2 -0.3 -0.400
N -2.9008 1.7113 -0.1280 0.5 -0.3 0.4 0.897
O -1.8020 1.9583 -0.6385 -1.3 -0.3 0.9 -0.584
O -3.0977 0.9929 0.8589 0.7 0.9 -1.4 -0.500
H -3.7780 2.9349 -1.6082 0.0 -0.2 0.3 -0.024
H -4.7574 1.5248 -1.0793 0.1 0.1 0.2 0.296
H -4.5784 2.9586 -0.0001 0.1 -0.2 -0.1 0.290
C 2.0413 -6.1886 -0.6726 0.1 -0.1 0.3 -0.694
N 0.7932 -5.5684 -1.1934 -1.1 0.5 -0.2 0.837
O -0.1906 -5.5613 -0.4444 1.4 0.0 -1.3 -0.477
O 0.8364 -5.1063 -2.3395 -0.2 -0.6 1.6 -0.507
H 1.8591 -6.5509 0.3414 -0.1 0.2 -0.3 0.298
H 2.3003 -7.0156 -1.3368 0.0 0.3 0.0 0.288
H 2.8167 -5.4199 -0.6740 -0.1 -0.2 -0.1 0.257
C -2.4335 6.2623 -3.6930 0.1 0.3 0.1 -0.733
N -3.2053 5.1627 -3.0534 -0.5 -0.6 0.4 0.827
O -3.6719 5.3785 -1.9288 0.5 -0.5 -1.6 -0.494
O -3.3207 4.1141 -3.6983 0.0 1.4 1.1 -0.502
H -2.4130 7.1194 -3.0165 -0.1 -0.3 -0.1 0.316
H -1.4230 5.8919 -3.8769 -0.2 0.0 -0.1 0.285
H -2.9385 6.5197 -4.6262 0.2 -0.2 0.1 0.280
```
Positions in Å, forces in eV/Å.

Properties
- HOMO level (eV) = -8.14
- lowest unoccupied orbital energy (eV) = -0.473
- SMILES string = CCSC[PH2](F)CCOC=O.C[N+](=O)[O-].C[N+](=O)[O-].C[N+](=O)[O-]
- charge = 0